9
Properties=species:S:1:pos:R:3:lowdin_charge:R:1 method="wB97M-V/def2-TZVPD" de_lowest_kcal_mol=98.54 gap_ev="7.6 / 4.9" total_charge=-1 energy_ha=-1314.84594 e_lumo_ev="1.08 / -0.42" homo_ev="-6.565 / -5.326"
C -0.99418 -0.24180 -1.35268 -0.26
C -0.01122 0.13648 -0.36416 -0.64
N -1.86183 -0.51082 -2.07424 0.17
O 0.36677 -2.24835 0.92297 -0.31
O -1.32848 -0.52301 1.36635 -0.32
O 1.06963 -0.39634 2.00579 -0.33
F 2.25574 2.94280 -1.58348 -0.48
S 0.07742 -0.88089 1.12469 0.30
Cl 0.42613 1.72192 -0.04524 0.87